One molecule with the formula HNO2. Source: the Open Molecules 2025 dataset; level of theory: ωB97M-V with the def2-TZVPD basis set.

Element x y z (Å)
O1 -0.41 0.91 0.78
H1 0.19 -1.04 0.22
O2 0.25 -0.58 -0.67
N1 -0.04 0.71 -0.33

Calculated values
- E_HOMO: -10.877 eV
- Molecular weight: 47.0 g/mol
- Total charge: 0
- Orbital gap: 11.0 eV
- Strongest force on any atom: 0.046 Eh/bohr

---

C31H46FeN4P2Si as an isolated structure. Source: the Open Molecules 2025 dataset; level of theory: ωB97M-V with the def2-TZVPD basis set.

Element x y z (Å)
H1 3.07 -3.78 2.93
C1 5.27 -0.29 -1.57
C2 2.73 -1.93 1.82
H2 4.18 2.00 0.97
C3 3.40 5.03 -1.07
H3 5.90 2.05 -0.65
C4 -0.04 5.29 -0.30
H4 -3.23 3.45 3.33
C5 5.25 4.18 -3.46
H5 3.24 4.05 -4.39
C6 -2.06 -2.42 -2.15
C7 -0.53 6.05 -1.37
P1 0.47 2.50 0.29
H6 5.88 4.99 -3.10
P2 2.88 0.15 0.14
H7 2.32 0.20 -2.66
H8 5.56 3.92 -4.50
N1 3.60 -1.03 1.17
H9 5.50 2.06 -3.20
H10 6.39 -0.67 -3.45
H11 2.64 5.54 -0.46
C8 5.47 -0.37 -2.96
C9 3.35 0.58 -2.60
C10 -1.48 -2.23 0.88
H12 0.62 -4.55 0.03
C11 3.48 -2.94 2.38
C12 2.16 2.87 0.81
H13 -1.34 1.68 -1.01
N2 -0.42 2.79 1.72
H14 -2.87 -3.17 -2.13
C13 4.86 -2.67 2.09
H15 2.67 3.46 0.00
H16 -2.40 -2.79 1.11
H17 6.71 4.43 -0.40
Si1 -0.74 -2.64 -0.81
C14 -0.48 3.88 -2.00
C15 -1.04 3.39 3.81
Fe1 3.59 2.83 -1.87
H18 1.12 3.01 3.26
H19 5.70 -3.30 2.40
H20 3.00 1.38 2.21
C16 4.78 5.38 -0.64
C17 4.29 0.02 -3.59
H21 -0.68 7.12 -1.38
C18 5.65 4.14 -0.30
C19 -0.11 -4.43 -0.78
C20 5.34 2.95 -2.60
H22 -0.78 -2.44 1.70
H23 5.76 -0.94 1.00
C21 2.95 4.55 -2.33
C22 0.06 3.08 3.02
H24 -0.51 2.94 -2.53
N3 -0.06 3.94 -0.67
N4 4.02 0.16 -1.27
C23 5.43 2.91 -1.16
H25 4.10 -0.10 -4.67
H26 -2.39 2.62 0.85
C24 -0.81 5.15 -2.45
H27 1.87 4.59 -2.50
H28 3.70 5.70 -3.85
H29 1.58 -1.73 -0.39
H30 5.48 3.85 0.75
H31 -1.75 -1.16 0.96
H32 -2.56 -1.44 -2.08
C25 -1.82 2.88 1.74
H33 0.13 0.72 -1.46
H34 5.99 -0.58 -0.80
C26 -2.22 3.25 3.01
C27 0.77 -1.67 -1.14
C28 3.12 1.69 1.16
H35 -0.98 3.72 4.84
H36 -0.84 -5.24 -0.66
H37 2.18 3.63 1.63
H38 5.34 6.05 -1.33
H39 -1.19 5.42 -3.43
C29 3.76 4.63 -3.59
H40 -0.75 0.42 0.08
C30 -0.42 1.20 -0.62
H41 1.66 -1.74 1.81
H42 4.68 5.91 0.34
H43 1.24 -1.63 -2.15
H44 0.44 -4.64 -1.71
C31 4.91 -1.50 1.35
H45 -1.61 -2.47 -3.16
H46 0.27 5.60 0.69

Calculated values
- E_HOMO (alpha / beta): -4.048 / -5.921 eV
- Molecular weight: 620.6 g/mol
- 2S+1: 5
- Total charge: 0
- Orbital gap (alpha / beta): 4.2 / 5.5 eV
- Strongest force on any atom: 0.070 Eh/bohr

---

C2H6BrFSi as an isolated structure. Source: the Open Molecules 2025 dataset; level of theory: ωB97M-V with the def2-TZVPD basis set.

Element x y z (Å)
C1 0.06 -0.95 1.37
H1 1.32 0.78 -1.44
H2 -0.51 -1.42 2.08
C2 0.60 1.47 -1.07
H3 0.89 -1.64 1.18
H4 0.52 -0.08 1.81
Si1 -0.63 -0.46 -0.26
H5 -0.06 1.92 -1.75
F1 -0.30 -1.62 -1.24
H6 0.92 1.98 -0.21
Br1 -2.81 0.03 -0.46

Calculated values
- E_HOMO (alpha / beta): -4.880 / -10.651 eV
- Molecular weight: 157.1 g/mol
- 2S+1: 3
- Total charge: 0
- Orbital gap (alpha / beta): 5.8 / 8.2 eV
- Strongest force on any atom: 0.071 Eh/bohr

---

C43H37BiI2N3OP2 as an isolated structure. Source: the Open Molecules 2025 dataset; level of theory: ωB97M-V with the def2-TZVPD basis set.

Element x y z (Å)
I1 -3.26 -4.63 -5.50
C1 -3.13 0.66 -2.25
C2 -0.88 -3.78 -3.86
C3 0.10 -0.59 5.64
C4 2.86 3.94 2.79
C5 1.40 3.26 -2.66
H1 -5.84 -3.15 -2.31
H2 3.91 1.69 -1.70
H3 1.51 3.05 -6.03
H4 0.70 -2.68 1.54
H5 4.28 -1.81 1.97
C6 1.90 3.01 0.37
H6 -0.13 -3.38 4.30
H7 1.14 5.31 -5.91
H8 -4.29 -4.21 3.77
H9 -0.91 -0.91 5.69
I2 1.41 -3.44 -1.94
H10 3.29 4.35 -0.57
H11 -3.16 1.27 -1.37
H12 -0.83 1.09 -4.56
H13 -4.00 -4.49 -1.11
C7 -1.63 0.42 -4.11
O1 0.54 -0.56 -2.85
C8 0.62 -0.19 6.88
C9 1.51 3.46 -5.02
C10 -2.13 -1.96 -4.83
H14 -0.74 -4.83 -3.64
C11 2.11 0.17 4.58
H15 -5.33 -0.76 -2.92
H16 -2.14 -4.85 4.65
C12 3.01 1.08 -1.56
H17 -1.91 -3.44 -0.79
C13 3.09 0.12 -0.42
C14 1.27 4.82 -4.94
H18 4.16 5.11 1.67
N1 1.95 -0.46 0.08
H19 0.82 1.57 1.60
C15 -3.90 -3.43 -1.41
C16 -4.61 -1.37 -2.40
C17 1.65 2.69 -3.87
C18 -1.90 -3.32 -4.67
H20 1.85 -2.37 2.87
H21 -2.55 0.57 -4.64
C19 3.39 4.44 1.60
C20 -2.20 -3.88 4.15
H22 -3.92 1.01 -2.96
P1 1.53 2.10 -1.19
C21 -1.10 -3.11 3.85
C22 2.89 4.01 0.39
H23 -2.83 -0.41 2.64
H24 -4.68 -1.95 2.83
C23 -3.41 -0.83 -1.94
H25 2.22 0.55 7.95
C24 1.15 5.42 -3.68
N2 -2.45 -1.53 -1.37
P2 0.05 -0.73 2.87
C25 1.87 0.27 6.98
H26 3.63 0.72 6.01
H27 0.93 6.45 -3.60
C26 0.80 -0.34 4.53
C27 -1.31 -1.83 3.29
H28 -1.58 1.85 -2.68
C28 -2.71 -2.84 -1.16
C29 -3.47 -3.54 3.69
N3 -1.75 0.86 -2.72
C30 -4.88 -2.65 -2.03
H29 3.25 4.37 3.72
C31 -3.67 -2.29 3.10
C32 2.30 -1.23 1.18
C33 1.13 4.60 -2.56
C34 4.21 -0.41 0.24
C35 3.67 -1.29 1.24
C36 1.28 -1.89 2.05
C37 1.45 2.50 1.55
C38 -0.26 -1.48 -3.48
C39 2.63 0.39 5.84
H30 2.74 0.41 3.71
H31 5.17 -0.08 -0.01
H32 1.52 2.58 3.73
C40 -1.31 -1.02 -4.22
H33 -3.01 -1.66 -5.45
H34 2.82 0.55 -2.49
C41 -0.03 -2.84 -3.33
H35 0.06 -0.37 7.84
H36 1.87 1.61 -4.00
C42 -2.61 -1.43 2.94
H37 0.88 5.08 -1.61
C43 1.91 2.96 2.79
Bi1 -0.02 -0.09 -0.81

Calculated values
- E_HOMO: -9.965 eV
- Molecular weight: 1136.5 g/mol
- Total charge: +1
- Orbital gap: 6.9 eV
- Strongest force on any atom: 0.066 Eh/bohr